DFT (wB97M-V/def2-TZVPD) results for a structure of composition C3H3N3O4 at a distorted geometry.

The geometry in XYZ format:
```
13
C3H3N3O4, DFT wB97M-V/def2-TZVPD
O -2.10 0.50 -1.09
H 2.24 0.26 -0.59
C -0.19 0.95 1.25
N -0.05 -2.06 -0.10
C 1.32 0.50 0.00
O 0.16 -2.33 -1.20
O -0.05 -2.58 0.95
N -0.87 0.46 -1.25
N 1.27 1.05 1.14
H -0.80 1.98 1.17
C -0.16 0.20 -0.07
H -0.48 0.42 2.11
O -0.30 0.64 -2.33
```

Calculated values
relative energy (zero: lowest compared OMol25 entry of this formula, charge and spin): 175.9 kcal/mol
multiplicity: 1
charge: 0
orbital gap (spin up / spin down): 7.996 / 8.125 eV

Atom charges from the Löwdin analysis, given in e for atoms 1 to 6: atom 1 (O): 0.08, atom 2 (H): 0.14, atom 3 (C): -0.12, atom 4 (N): -0.25, atom 5 (C): -0.09, atom 6 (O): 0.16

DFT (wB97M-V/def2-TZVPD) results for an isolated molecule of C13H17NS at a distorted geometry.

The geometry in XYZ format:
```
32
C13H17NS, DFT wB97M-V/def2-TZVPD
H -2.45 -0.22 1.48
H 1.74 1.23 2.08
H -1.78 1.42 -4.96
H -1.11 -1.02 -5.07
C -1.36 -0.53 -4.02
C -1.83 -0.67 -1.73
H 2.75 0.15 0.88
C 2.00 0.15 1.69
H 1.17 -1.51 0.72
H -0.14 2.08 -1.28
H 4.43 0.19 3.25
H 2.60 -1.61 2.65
C -2.18 0.68 -1.72
N 0.40 0.25 0.02
H 3.36 0.97 4.20
C -2.44 0.97 -0.28
C -1.74 0.80 -4.07
H -2.34 2.45 -3.20
H -2.97 1.76 0.08
C -2.12 1.43 -2.93
H 0.03 -0.59 1.73
C 0.88 -0.60 1.06
C -1.80 -1.23 -0.41
C -2.31 -0.32 0.46
C -1.37 -1.29 -2.86
H -1.53 -2.23 -0.15
C 2.46 -0.62 2.97
H 3.93 -0.68 4.43
C 3.61 0.02 3.80
S -0.36 1.59 0.17
H 1.56 -0.75 3.75
H -1.08 -2.25 -2.74
```

Calculated values
relative energy (zero: lowest compared OMol25 entry of this formula, charge and spin): 92.7 kcal/mol
multiplicity: 1
charge: 0
orbital gap (spin up / spin down): 7.831 / 7.831 eV

Atom charges from the Löwdin analysis, given in e for atoms 1 to 6: atom 1 (H): 0.08, atom 2 (H): 0.13, atom 3 (H): 0.10, atom 4 (H): 0.14, atom 5 (C): -0.09, atom 6 (C): -0.23

DFT (wB97M-V/def2-TZVPD) results for a cluster of 2 separate species, C6H13NO in total at a distorted geometry.

The geometry in XYZ format:
```
21
C6H13NO, DFT wB97M-V/def2-TZVPD
H 1.98 -1.34 0.06
H 1.64 -0.62 -2.54
H 1.15 0.97 -0.84
H -0.58 0.99 3.37
H 0.97 0.49 1.24
C 1.13 -1.19 -0.68
N -2.34 -0.41 0.72
C -0.90 -0.31 0.56
H -2.73 -0.31 -0.29
H -2.81 -1.09 1.27
H 2.78 -1.90 -2.22
H -0.90 -1.15 -1.35
C -0.76 1.51 2.33
H -0.34 2.46 2.36
H 1.60 -2.37 -2.72
H 0.47 1.95 -1.67
O 1.21 1.85 -1.25
C -0.15 -0.91 -0.53
C -0.19 0.50 1.38
H -1.74 1.56 2.21
C 1.76 -1.52 -2.05
```

Calculated values
SMILES: C/C=C(N)/C=C/C.O
relative energy (zero: lowest compared OMol25 entry of this formula, charge and spin): 106.1 kcal/mol
multiplicity: 1
charge: 0
orbital gap: 9.141 eV

Atom charges from the Löwdin analysis, given in e for atoms 1 to 6: atom 1 (H): 0.14, atom 2 (H): 0.03, atom 3 (H): -0.01, atom 4 (H): 0.12, atom 5 (H): 0.14, atom 6 (C): -0.18

DFT (wB97M-V/def2-TZVPD) results for a structure of composition C15H25Cl3OSiTc at a distorted geometry.

The geometry in XYZ format:
```
46
C15H25Cl3OSiTc, DFT wB97M-V/def2-TZVPD
C 0.57 0.04 1.58
H 2.69 0.48 5.36
H 2.69 -1.36 -1.70
C 0.77 0.46 -2.61
H -1.30 1.97 4.49
H 1.63 -2.77 -1.59
C -2.81 -0.32 -3.51
H 2.08 -2.13 -3.18
C 0.77 0.10 2.81
H 1.58 0.87 6.68
H -0.19 2.96 -3.03
H -2.84 -0.50 -4.59
C 0.66 -0.94 -2.15
H -1.91 2.50 -2.80
C -1.15 -2.78 -2.61
H 1.80 2.00 5.34
C -1.40 -0.27 -3.02
Tc -0.03 -0.16 -0.25
H -1.15 2.34 -4.41
H 0.25 -1.81 6.26
C -0.56 0.87 -2.99
H 1.97 2.41 -1.87
Cl -0.30 2.12 0.08
H -3.32 0.62 -3.29
Cl 0.00 -2.35 0.53
C 1.98 1.14 -2.77
C -0.68 -1.38 -2.55
H -2.14 0.42 4.47
C 0.20 -1.70 5.17
H 2.09 3.35 -0.61
H -0.74 -2.16 4.82
H -0.40 -3.46 -2.20
Cl -2.34 -0.31 0.09
C 1.83 -1.86 -2.15
C -1.29 0.96 4.92
H 1.03 -2.28 4.73
H -2.07 -2.90 -2.04
H 2.86 0.64 -2.37
C -0.97 2.25 -3.33
O 2.19 3.36 -1.58
H -1.36 -3.08 -3.65
H -3.35 -1.14 -3.01
C 1.72 0.94 5.59
H -1.51 1.06 6.00
Si 0.36 0.09 4.60
H 2.11 1.74 -3.67
```

Calculated values
relative energy (zero: lowest compared OMol25 entry of this formula, charge and spin): 9.5 kcal/mol
multiplicity: 4
charge: -2
orbital gap (spin up / spin down): 5.064 / 5.294 eV

Atom charges from the Löwdin analysis, given in e for atoms 1 to 6: atom 1 (C): -0.57, atom 2 (H): 0.02, atom 3 (H): 0.06, atom 4 (C): -0.33, atom 5 (H): 0.02, atom 6 (H): 0.02

DFT (wB97M-V/def2-TZVPD) results for a structure of composition C13H13CoN2O5 at a distorted geometry.

The geometry in XYZ format:
```
34
C13H13CoN2O5, DFT wB97M-V/def2-TZVPD
H -1.47 2.76 1.39
H -1.40 2.03 5.60
H -2.24 -2.18 -2.37
H 0.58 -1.00 -3.99
H -3.81 -1.55 -1.00
C 0.13 0.41 3.04
C 1.04 -0.63 2.76
H 2.18 -2.24 3.56
C -2.85 1.42 -0.95
N 1.46 -0.74 1.38
C -1.13 2.18 2.23
H 2.13 0.00 1.17
O 0.40 -0.52 -1.63
H 1.45 -1.84 5.88
H -2.09 3.45 3.67
O -0.13 -1.51 -3.56
Co -0.19 0.10 0.24
N -0.37 1.12 1.98
C -0.29 -1.29 -2.30
O -3.91 1.79 -1.24
C -0.24 0.68 4.37
H -0.04 0.05 6.42
H 1.91 -1.62 1.19
H -3.38 -0.99 0.73
C -1.09 1.79 4.59
C -1.40 -2.10 -1.68
C 1.08 -1.20 5.09
C -3.09 -1.14 -0.30
O -1.68 1.38 -0.73
C 0.25 -0.16 5.40
O -1.78 -1.51 -0.43
H -1.02 -3.11 -1.48
C 1.49 -1.44 3.77
C -1.49 2.56 3.53
```

Calculated values
multiplicity: 5
charge: +2
orbital gap (spin up / spin down): 8.592 / 7.658 eV

Atom charges from the Löwdin analysis, given in e for atoms 1 to 6: atom 1 (H): 0.12, atom 2 (H): 0.14, atom 3 (H): 0.16, atom 4 (H): 0.18, atom 5 (H): 0.11, atom 6 (C): -0.16

DFT (wB97M-V/def2-TZVPD) results for an isolated molecule of HIN3P3 at a distorted geometry.

The geometry in XYZ format:
```
8
HIN3P3, DFT wB97M-V/def2-TZVPD
N -3.24 0.24 1.50
N -3.24 -1.33 -0.46
I 1.61 -0.51 0.66
H -3.12 1.15 1.63
P -2.92 -2.72 0.27
P -0.65 -1.15 1.94
N -1.51 -2.38 1.56
P -2.99 0.27 -0.02
```

Calculated values
SMILES: [H]/N=P/N=P\N=P/I
relative energy (zero: lowest compared OMol25 entry of this formula, charge and spin): 49.8 kcal/mol
multiplicity: 1
charge: 0
orbital gap (spin up / spin down): 7.140 / 7.140 eV

Atom charges from the Löwdin analysis, given in e for atoms 1 to 6: atom 1 (N): -0.31, atom 2 (N): -0.65, atom 3 (I): -0.03, atom 4 (H): -0.15, atom 5 (P): 0.82, atom 6 (P): 0.38